(1)
132
Properties=species:S:1:pos:R:3:forces:R:3 method="wB97M-V/def2-TZVPD" homo_lumo_gap_ev=6.08 multiplicity=1 e_tot_ev=-85318.0197 e_lumo_ha=-0.164 total_charge=+1 e_homo_ev=-10.53
O -0.2999 -3.9054 3.0672 -0.1 -1.0 -0.1
C -0.3120 -2.7562 3.3691 0.4 0.1 0.3
O 0.7067 -2.2488 4.0850 -0.4 0.7 -0.3
C 1.2508 -0.9720 3.6542 0.2 -0.1 -0.3
B 1.5714 -0.8589 2.1045 0.3 0.6 -0.3
O 1.7389 0.4152 1.5783 0.4 -0.6 0.3
O 1.6790 -1.8951 1.2459 0.3 -0.3 0.3
C -1.5204 -1.9405 2.9420 0.0 0.2 -0.2
C -1.8703 -0.6802 3.3869 0.0 0.0 0.0
C -2.9827 -0.0434 2.8620 0.7 -0.1 0.3
N -3.7070 -0.6682 1.9354 -0.4 0.2 -0.1
C -3.4328 -1.9091 1.4989 0.5 -0.4 0.2
C -2.3382 -2.5633 1.9974 0.0 0.1 -0.1
H 0.6430 -0.1211 3.9324 -0.3 0.1 0.3
H 2.1811 -0.8463 4.2052 0.1 -0.1 0.2
H 2.6000 0.7597 1.8451 -0.1 0.4 -0.2
H 1.9254 -2.7321 1.6599 -0.4 -0.1 0.0
H -1.3038 -0.1669 4.1379 0.0 0.2 0.2
H -3.2324 0.9510 3.1937 -0.4 0.2 -0.1
H -4.5095 -0.1813 1.5538 0.0 0.0 0.0
H -4.0667 -2.3772 0.7665 -0.3 0.2 -0.1
H -2.0930 -3.5550 1.6612 0.0 -0.1 -0.1
N -0.5480 -1.2338 -3.8181 0.0 -0.1 0.2
C -0.5700 -2.5577 -3.6578 0.0 0.1 -0.1
C -0.1099 -3.2083 -2.5208 0.1 0.1 0.0
C 0.4133 -2.4328 -1.4973 -0.2 0.0 -0.1
C 0.4428 -1.0546 -1.6444 0.0 0.0 0.2
C -0.0510 -0.5082 -2.8172 -0.1 0.1 -0.1
H -0.9811 -3.1203 -4.4897 0.0 0.0 0.0
H -0.1590 -4.2876 -2.4430 0.0 0.0 -0.1
H 0.7814 -2.8890 -0.5936 0.1 -0.1 0.0
H 0.8385 -0.4149 -0.8651 0.1 0.0 0.0
H -0.0501 0.5665 -2.9692 0.0 0.0 0.0
N -1.3408 -6.3330 -2.5091 -0.1 -0.1 0.0
C -1.5712 -7.2413 -1.5614 0.1 0.1 0.0
C -2.6328 -8.1320 -1.5908 0.0 0.0 0.0
C -3.5083 -8.0765 -2.6631 0.0 0.0 0.0
C -3.2859 -7.1381 -3.6574 0.0 0.0 0.0
C -2.1924 -6.2955 -3.5332 0.1 0.1 0.0
H -0.8634 -7.2510 -0.7395 0.0 -0.1 0.0
H -2.7675 -8.8506 -0.7942 0.0 0.0 0.0
H -4.3495 -8.7547 -2.7237 0.0 0.0 0.0
H -3.9434 -7.0606 -4.5120 0.0 0.0 0.0
H -1.9806 -5.5498 -4.2921 0.0 0.0 0.0
N -4.6753 1.6431 5.1102 0.0 -0.1 0.0
C -5.6369 0.7642 5.4036 0.1 0.1 -0.1
C -6.3959 0.8068 6.5613 -0.1 -0.1 0.0
C -6.1389 1.8190 7.4715 0.0 0.1 0.0
C -5.1433 2.7399 7.1885 -0.1 0.0 0.0
C -4.4443 2.6106 5.9997 0.1 0.1 -0.1
H -5.8039 -0.0156 4.6660 -0.1 0.0 0.0
H -7.1643 0.0671 6.7508 0.0 0.0 0.0
H -6.7065 1.8866 8.3906 0.0 0.0 0.0
H -4.9121 3.5413 7.8761 0.0 0.0 0.0
H -3.6594 3.3118 5.7383 0.0 0.0 0.0
N -1.3886 2.8224 2.3743 0.0 -0.1 -0.1
C -0.2711 2.6263 1.6647 -0.1 0.0 0.3
C -0.0206 3.2414 0.4474 0.0 0.0 0.0
C -0.9746 4.1070 -0.0627 0.0 0.0 0.0
C -2.1374 4.3249 0.6611 0.0 0.0 0.0
C -2.2948 3.6625 1.8674 0.0 -0.1 0.1
H 0.4561 1.9374 2.0893 -0.3 0.3 -0.1
H 0.9002 3.0421 -0.0863 0.0 0.0 0.0
H -0.8150 4.6053 -1.0102 0.0 0.0 0.0
H -2.9056 4.9939 0.2989 0.0 0.0 0.0
H -3.1893 3.8088 2.4672 0.0 0.0 0.0
N -8.1641 -1.8528 8.1042 0.0 0.0 0.0
C -9.3725 -1.9223 8.6621 0.0 0.1 0.0
C -9.8786 -3.0663 9.2587 0.0 0.0 0.0
C -9.0887 -4.2039 9.2755 0.0 0.0 0.0
C -7.8299 -4.1508 8.6991 0.0 0.0 0.0
C -7.4177 -2.9562 8.1312 0.0 0.1 0.0
H -9.9594 -1.0113 8.6257 0.0 0.0 0.0
H -10.8661 -3.0637 9.6983 0.0 0.0 0.0
H -9.4478 -5.1173 9.7313 0.0 0.0 0.0
H -7.1808 -5.0153 8.6908 0.0 0.0 0.0
H -6.4374 -2.8707 7.6732 0.0 -0.1 0.0
N -1.2051 0.0230 -9.8537 0.0 0.0 0.1
C -0.1740 0.5547 -9.2007 0.0 0.0 -0.1
C 0.0265 0.4146 -7.8354 -0.1 0.0 0.0
C -0.8962 -0.3160 -7.1029 0.0 0.0 0.1
C -1.9758 -0.8745 -7.7690 0.1 0.0 0.0
C -2.0820 -0.6773 -9.1378 0.0 0.0 -0.1
H 0.5237 1.1204 -9.8089 0.0 0.0 0.0
H 0.8861 0.8677 -7.3600 0.0 0.0 0.0
H -0.7776 -0.4494 -6.0335 0.0 0.0 0.0
H -2.7214 -1.4519 -7.2388 0.0 0.0 0.0
H -2.9103 -1.1000 -9.6965 0.0 0.0 0.0
N -3.1824 0.9722 11.7910 0.0 0.0 -0.1
C -3.7861 0.6193 10.6587 -0.1 0.0 0.1
C -3.2012 0.7359 9.4069 0.0 0.0 0.0
C -1.9176 1.2517 9.3266 0.0 0.0 0.0
C -1.2748 1.6255 10.4950 0.0 0.0 0.0
C -1.9492 1.4640 11.6969 0.0 0.0 0.1
H -4.7906 0.2234 10.7663 0.0 0.0 -0.1
H -3.7396 0.4312 8.5195 0.0 0.0 0.0
H -1.4258 1.3614 8.3677 0.0 0.0 0.0
H -0.2734 2.0332 10.4789 0.0 0.0 0.0
H -1.4823 1.7408 12.6354 0.0 0.0 0.0
N 3.0363 2.3355 -2.0129 -0.1 0.1 -0.1
C 3.0943 3.6568 -2.1819 0.0 0.0 0.1
C 2.9191 4.2857 -3.4054 0.0 0.0 0.0
C 2.6721 3.4981 -4.5183 -0.1 0.1 -0.1
C 2.6103 2.1231 -4.3645 0.0 0.0 0.0
C 2.7987 1.5947 -3.0970 0.0 -0.1 0.2
H 3.2938 4.2361 -1.2860 0.0 0.0 0.0
H 2.9768 5.3627 -3.4828 0.0 0.0 0.0
H 2.5327 3.9491 -5.4923 0.0 0.0 0.0
H 2.4228 1.4720 -5.2071 0.0 0.0 0.0
H 2.7566 0.5241 -2.9306 0.0 0.0 -0.1
N 6.2378 2.3004 -6.4885 0.0 0.1 0.0
C 7.2794 2.5436 -7.2822 -0.1 -0.1 0.0
C 8.2258 3.5264 -7.0329 0.0 0.0 0.0
C 8.0798 4.3035 -5.8959 0.0 0.0 0.0
C 7.0012 4.0664 -5.0584 0.0 0.0 0.0
C 6.1151 3.0564 -5.3991 0.0 -0.1 0.0
H 7.3546 1.9144 -8.1621 0.0 0.0 0.0
H 9.0548 3.6743 -7.7103 0.0 -0.1 0.0
H 8.7964 5.0815 -5.6653 0.0 0.0 0.0
H 6.8491 4.6499 -4.1603 0.0 0.0 0.0
H 5.2606 2.8313 -4.7726 0.0 0.1 0.1
N 11.6014 2.3011 -7.8363 0.1 0.0 -0.1
C 11.7123 1.4582 -8.8617 -0.1 0.0 0.1
C 12.8022 1.4263 -9.7179 0.0 0.0 0.0
C 13.8356 2.3226 -9.5002 0.0 0.0 0.0
C 13.7374 3.2081 -8.4395 0.0 0.0 0.0
C 12.6051 3.1548 -7.6413 -0.1 0.0 0.1
H 10.8808 0.7751 -8.9983 0.0 0.0 0.0
H 12.8382 0.7171 -10.5333 0.0 0.0 0.0
H 14.7037 2.3308 -10.1466 0.0 0.0 0.0
H 14.5204 3.9246 -8.2336 0.0 0.0 0.0
H 12.4902 3.8281 -6.7985 0.0 0.0 0.0

---

(2)
119
Properties=species:S:1:pos:R:3:forces:R:3 method="wB97M-V/def2-TZVPD" e_above_lowest_kcal_mol=40.42 smiles=COC[C@H](C)N.COC[C@H](C)N.COC[C@H](C)N.COC[C@H](C)N.COC[C@H](C)N.COC[C@H](C)N.COC[C@H](C)N homo_lumo_gap_ev=9.24 multiplicity=1 e_tot_ev=-55043.3827 e_lumo_ha=0.019 total_charge=0 e_homo_ev=-8.72
C 0.8156 -4.8086 6.3005 0.4 -1.2 0.2
C 0.8599 -4.1690 4.9139 -1.5 -0.6 -0.5
C 0.2106 -5.1133 3.8480 -0.5 -0.7 0.4
O 0.0296 -4.5636 2.5533 0.8 0.8 0.4
C -0.4216 -5.4384 1.5734 -0.6 -0.2 -1.0
N 0.0795 -2.9245 5.0077 0.9 0.0 -0.6
H -0.1335 -4.6799 6.8212 -0.1 0.4 -0.2
H 1.6079 -4.4945 6.9800 0.0 0.5 -0.2
H 0.9502 -5.8926 6.2835 0.0 -0.2 -0.4
H 1.8897 -4.0498 4.5772 0.0 0.7 0.3
H -0.8025 -5.3617 4.1769 -0.1 -0.3 0.5
H 0.7802 -6.0383 3.7302 0.1 -0.2 0.2
H -0.6188 -4.8806 0.6561 0.3 0.4 0.0
H -1.4085 -5.8634 1.7717 0.1 -0.4 0.6
H 0.2938 -6.2156 1.2986 0.1 -0.2 0.3
H -0.8754 -3.1669 5.2421 -0.1 -0.2 0.4
H -0.0121 -2.5632 4.0656 0.1 0.6 0.0
C 3.7375 1.1107 4.0069 -0.1 0.5 -1.0
C 2.8021 0.3769 3.0804 -1.7 -1.4 -0.7
C 3.1774 -1.1032 2.9764 0.5 -1.1 -0.5
O 2.6431 -1.7069 1.7784 -0.3 1.1 -0.3
C 2.8588 -3.0858 1.6398 0.5 0.0 0.8
N 1.3990 0.5989 3.4600 0.2 0.2 1.0
H 3.5038 2.1712 3.9104 0.1 0.1 0.3
H 4.7487 0.9591 3.6294 0.2 0.0 0.4
H 3.6123 0.8006 5.0439 0.1 -0.1 0.0
H 2.7746 0.7051 2.0392 0.9 0.5 0.0
H 2.8583 -1.7216 3.8193 -0.3 0.2 0.4
H 4.2612 -1.2382 2.9314 0.3 0.2 0.0
H 3.9202 -3.2715 1.4625 0.1 -0.2 -0.1
H 2.2629 -3.5178 0.8369 0.0 0.4 -0.1
H 2.5578 -3.5862 2.5614 0.1 -0.2 0.1
H 1.2824 0.3527 4.4358 0.0 0.0 0.2
H 0.7198 0.0193 2.9852 0.2 -0.2 -0.3
C -1.2071 0.0861 1.0325 0.2 0.6 -0.6
C -0.8035 -1.3460 0.8413 -1.3 -0.6 -0.3
C 0.0304 -1.6470 -0.4193 -0.5 0.4 1.1
O -0.7388 -1.2806 -1.5167 -0.5 0.6 -1.4
C -0.2302 -1.7709 -2.7463 0.1 -1.2 0.5
N -0.1920 -1.8289 2.0752 0.5 0.1 -0.9
H -1.7633 0.2146 1.9610 -0.1 -0.1 0.0
H -1.8280 0.3897 0.1894 0.1 0.3 0.1
H -0.3349 0.7409 1.0870 0.1 0.1 0.0
H -1.7240 -1.8818 0.5950 -0.2 -0.2 0.5
H 0.1648 -2.7319 -0.4150 0.5 -0.2 -0.1
H 0.9692 -1.0881 -0.3870 0.4 -0.2 -0.1
H -0.2201 -2.8629 -2.6816 0.1 -0.3 0.0
H 0.8091 -1.4863 -2.9200 0.0 0.4 -0.1
H -0.8750 -1.5856 -3.6041 -0.1 0.7 0.3
H 0.7838 -1.6763 1.8187 0.3 -0.2 1.0
H -0.2577 -2.8394 2.1722 -0.2 0.2 -0.3
C -2.3399 6.5312 0.4289 0.3 -0.1 -0.1
C -1.6755 5.7865 1.5819 1.3 0.5 -1.1
C -0.4935 4.9104 1.0966 -1.0 -1.3 0.7
O 0.2903 4.3975 2.1947 -0.3 0.3 -0.3
C -0.3422 3.4344 3.0508 -0.2 0.7 -0.4
N -1.1124 6.7631 2.4901 -0.9 -0.1 1.0
H -3.0257 7.2976 0.7895 -0.3 -0.3 0.1
H -2.8188 5.8305 -0.2551 -0.2 0.2 0.0
H -1.5943 7.0950 -0.1355 0.2 -0.1 -0.1
H -2.4116 5.1157 2.0269 0.0 0.3 0.5
H 0.1650 5.4372 0.4066 0.2 0.1 0.3
H -0.9212 4.0455 0.5813 0.1 -0.2 -0.4
H -1.1662 3.8462 3.6389 0.0 0.5 0.1
H 0.4373 3.0887 3.7256 -0.2 -0.3 -0.2
H -0.8179 2.6338 2.4819 0.4 -0.3 -0.2
H -0.4774 6.2542 3.0902 0.3 0.4 0.1
H -0.6196 7.4922 1.9941 0.1 -0.1 -0.1
C -4.6781 -0.0634 0.4702 -0.3 -0.1 -0.5
C -5.6397 -0.6107 1.4919 -0.2 0.8 1.1
C -4.8821 -1.3040 2.6286 -0.2 -1.4 -0.8
O -4.2370 -2.4304 2.0018 0.1 0.4 0.6
C -3.4422 -3.1686 2.8975 0.2 -0.4 -0.3
N -6.4873 0.4969 2.0170 0.3 -0.5 -0.3
H -4.2170 -0.8748 -0.0927 0.4 0.0 0.3
H -3.9521 0.5477 1.0060 0.2 0.0 -0.3
H -5.1745 0.5382 -0.2918 -0.2 0.2 0.2
H -6.2915 -1.3865 1.0894 -0.1 0.2 -0.2
H -5.6302 -1.6643 3.3396 0.0 -0.1 0.3
H -4.1371 -0.7435 3.1971 0.0 0.5 -0.3
H -4.0411 -3.7480 3.6034 -0.2 0.1 0.2
H -2.7183 -2.5595 3.4433 -0.1 0.3 0.1
H -2.8590 -3.8774 2.3085 0.0 0.0 -0.1
H -5.8920 1.1427 2.5200 0.1 0.2 0.0
H -7.1492 0.1431 2.6954 -0.1 -0.1 0.0
C 0.1567 0.0310 -6.8159 1.5 0.2 0.1
C 1.5340 0.7430 -6.8668 -0.2 0.4 -0.2
C 2.2638 0.6432 -8.2179 -0.5 -1.1 0.7
O 2.5545 -0.7476 -8.4370 -0.2 0.9 -0.3
C 3.1419 -1.0060 -9.6968 1.2 -0.2 1.0
N 1.3886 2.1773 -6.6070 -0.7 0.2 0.0
H -0.1814 0.1787 -5.7898 -0.6 0.2 -0.2
H 0.2409 -1.0454 -6.9650 -0.1 0.0 -0.3
H -0.4458 0.5288 -7.5755 -0.5 -0.3 0.2
H 2.1501 0.3614 -6.0511 0.3 -0.2 -0.2
H 3.1444 1.2877 -8.2186 0.3 -0.3 0.2
H 1.6188 1.0351 -9.0087 -0.3 -0.1 -0.2
H 3.5983 -1.9902 -9.5850 -0.6 -0.4 -0.5
H 4.0458 -0.4036 -9.8197 -0.2 0.6 -0.3
H 2.4735 -0.9034 -10.5517 -0.1 -0.1 0.1
H 0.9623 2.3381 -5.7002 0.6 -0.1 0.6
H 0.5948 2.5019 -7.1501 0.1 0.2 -0.8
C -0.6737 2.4938 -2.4588 0.6 -0.2 -0.3
C 0.7775 3.0140 -2.6030 -0.5 -0.8 0.0
C 1.7474 1.8285 -2.5314 0.5 0.1 0.0
O 3.1357 2.2450 -2.5694 -0.4 -0.1 -0.3
C 4.0599 1.2187 -2.8874 -0.1 -0.8 -0.3
N 0.8555 3.6837 -3.9070 0.7 0.0 0.4
H -0.8262 1.8242 -1.6119 -0.1 0.5 0.4
H -0.9404 1.8541 -3.3024 0.3 0.1 -0.3
H -1.3635 3.3345 -2.5317 -0.1 -0.1 0.5
H 1.0595 3.7239 -1.8227 -0.2 -0.1 0.4
H 1.4931 1.1414 -3.3421 0.3 0.0 -0.3
H 1.5863 1.2760 -1.6035 -0.1 0.0 0.2
H 3.9763 0.3174 -2.2752 -0.4 0.1 0.5
H 5.1057 1.5136 -2.8060 -0.3 0.7 0.3
H 3.9668 0.8386 -3.9078 -0.4 0.3 -0.3
H 1.8324 3.9519 -3.9548 0.2 0.1 -0.6
H 0.3709 4.5684 -3.8198 -0.2 0.1 -0.1

---

(3)
68
Properties=species:S:1:pos:R:3:forces:R:3 method="wB97M-V/def2-TZVPD" e_above_lowest_kcal_mol=25.17 homo_lumo_gap_ev=4.17 multiplicity=1 e_tot_ev=-77219.1934 e_lumo_ha=0.120 total_charge=-2 e_homo_ev=-0.91
Na -3.0200 -1.4940 -0.2165 0.4 -0.3 0.8
C 7.9090 7.6571 -0.7866 0.0 0.1 0.0
O 8.1010 6.2723 -0.6377 -0.1 -0.1 0.0
C 6.9702 5.4899 -0.5988 0.1 0.0 0.0
C 5.6719 5.9797 -0.6822 0.1 0.1 0.0
C 4.6005 5.1037 -0.6312 0.0 -0.2 0.0
C 4.7931 3.7288 -0.4965 0.2 0.2 0.0
C 6.1074 3.2575 -0.4150 -0.1 0.1 0.0
C 7.1813 4.1223 -0.4653 0.1 0.1 0.0
C 3.6362 2.8477 -0.4446 -0.3 -0.3 0.0
N 2.3863 3.2488 -0.5240 0.1 0.0 0.0
C 1.6125 2.1042 -0.4304 0.3 -0.2 0.0
C 2.4442 0.9987 -0.2913 -0.1 0.3 0.0
N 3.7350 1.4924 -0.3094 0.0 0.2 0.0
C 1.9545 -0.3202 -0.1670 -0.1 -0.1 0.0
C 2.7584 -1.4624 -0.0384 -0.1 0.0 0.0
C 2.1603 -2.6939 0.0608 0.0 0.0 0.0
C 0.7626 -2.7609 0.0161 0.0 -0.1 0.0
N -0.0111 -1.7006 -0.1060 -0.1 -0.1 0.0
C 0.5399 -0.4828 -0.1806 0.3 0.1 0.0
C -0.3657 0.6831 -0.2938 -0.1 0.1 -0.1
N -1.6544 0.4447 -0.2011 0.0 0.2 0.1
C -2.5685 1.4868 -0.4982 0.1 0.1 -0.1
C -2.0172 2.8696 -0.4737 -0.1 0.0 0.1
C -0.6926 3.0811 -0.4858 0.0 0.0 0.0
C 0.2101 1.9757 -0.4500 -0.2 -0.2 0.0
H 8.9021 8.1021 -0.8061 0.0 0.0 0.0
H 7.3414 8.0770 0.0509 0.0 0.0 0.0
H 7.3888 7.8919 -1.7214 0.0 0.0 0.0
H 5.4782 7.0381 -0.7865 0.0 0.0 0.0
H 3.5852 5.4686 -0.6941 0.0 0.0 0.0
H 6.3050 2.1984 -0.3110 0.0 0.0 0.0
H 8.1975 3.7557 -0.4016 0.0 0.0 0.0
H 4.5781 0.9600 -0.2185 0.0 0.0 0.0
H 3.8408 -1.3707 -0.0192 0.0 0.0 0.0
H 2.7461 -3.5989 0.1641 0.0 0.0 0.0
H 0.2528 -3.7165 0.0778 0.0 0.0 0.0
H -3.4710 1.3830 0.1098 0.1 0.1 0.0
H -2.7208 3.6938 -0.4665 0.0 0.0 0.0
H -0.2842 4.0862 -0.4888 0.0 0.0 0.0
S -4.4397 -3.8027 3.9515 0.1 -0.1 -0.1
C -3.1054 -2.8752 4.4949 -0.1 0.1 -0.1
C -2.4821 -2.2332 3.4640 0.2 0.0 0.2
C -2.9995 -2.4709 2.1467 -0.2 -0.2 0.0
C -4.0647 -3.3222 2.2702 0.1 0.1 0.2
C -4.9286 -3.7852 1.1965 -0.3 -0.2 -0.1
C -6.1417 -4.4554 1.4372 0.0 0.0 -0.1
C -6.9316 -4.8412 0.3750 0.1 0.0 0.0
C -6.5197 -4.5471 -0.9196 0.0 0.0 0.0
C -5.3121 -3.8827 -1.0704 -0.2 -0.1 -0.2
N -4.5340 -3.5299 -0.0608 0.1 0.1 0.1
H -2.8636 -2.8427 5.5481 0.0 0.0 0.0
H -1.6263 -1.5907 3.6458 0.0 0.0 0.0
H -6.4551 -4.6500 2.4539 0.0 0.0 0.0
H -7.8705 -5.3544 0.5539 0.0 0.0 0.0
H -7.1166 -4.8071 -1.7836 0.0 0.0 0.0
H -4.9489 -3.5996 -2.0542 0.0 0.0 0.0
O -3.1008 1.3230 -1.9004 -0.1 -0.1 -0.2
S -4.0884 0.0916 -2.1878 -0.1 0.0 -0.4
O -4.7938 0.4885 -3.3870 0.0 0.0 0.1
O -3.2532 -1.1006 -2.3644 0.0 0.1 -0.5
O -4.9142 -0.0546 -0.9895 0.0 0.1 0.1
N -2.4546 -6.3423 -0.0193 0.0 0.0 0.0
N -1.7769 -5.0806 0.3035 0.0 -0.1 0.1
H -1.7806 -7.0614 0.2260 0.0 0.0 -0.1
H -2.4954 -6.3749 -1.0331 -0.1 0.0 0.0
H -2.1149 -4.8247 1.2296 0.0 0.0 0.0
H -2.2321 -4.3721 -0.2685 0.0 0.0 0.0

---

(4)
14
Properties=species:S:1:pos:R:3:forces:R:3 method="wB97M-V/def2-TZVPD" e_above_lowest_kcal_mol=46.87 smiles="CC1=CC=NC1=O.[H][H]" homo_lumo_gap_ev=9.09 multiplicity=1 e_tot_ev=-8834.1702 e_lumo_ha=-0.036 total_charge=0 e_homo_ev=-10.08
C 0.8953 0.8919 -1.0067 0.0 0.0 0.0
C 0.4906 -0.0949 0.0308 0.1 -0.1 0.1
C 1.0260 -1.2506 0.4259 0.0 0.2 -0.1
C 0.1869 -1.7405 1.5627 -0.2 0.0 0.1
N -0.8017 -0.9884 1.8737 0.3 -0.2 -0.1
C -0.7065 0.1187 0.9497 -0.3 0.5 0.0
O -1.4557 1.0574 0.9370 0.4 -0.5 0.0
H 1.7808 0.5540 -1.5513 -0.1 0.0 0.1
H 1.1189 1.8547 -0.5341 0.0 -0.1 -0.1
H 0.0843 1.0713 -1.7205 0.1 -0.1 0.1
H -2.4176 1.5136 -1.9234 -0.1 0.0 0.0
H 1.9014 -1.7563 0.0350 -0.1 0.1 0.1
H 0.3869 -2.6608 2.1085 0.0 0.1 -0.1
H -2.4895 1.4298 -1.1874 0.0 0.0 -0.1